Below is a 2-piece molecular cluster, C3H9S2 overall, with properties calculated with ωB97M-V/def2-TZVPD.

Structure (XYZ):
```
14
Properties=species:S:1:pos:R:3
C 1.53 2.26 0.27
S 1.21 1.03 -1.08
H 1.38 3.29 -0.07
H 0.89 2.06 1.12
H 2.60 2.18 0.48
C 0.06 -1.61 0.90
S -1.70 -1.23 0.74
C -1.79 -0.79 -1.02
H 0.66 -0.78 0.48
H 0.31 -2.49 0.31
H 0.25 -1.82 1.95
H -2.59 -0.06 -1.14
H -0.85 -0.34 -1.35
H -1.99 -1.70 -1.60
```

E: -24927.95679 eV
maximum force: 0.98 eV/A
energy above the lowest of the compared OMol25 structures with the same formula, charge and spin: 18.2 kcal per mole
gap between HOMO and LUMO: 5.85 eV
total charge: -1

These are the Mulliken partial charges, in e, on atoms 1 to 2: -0.72 -0.67

Below is a 6-piece molecular cluster, C4H17NO8 overall, with properties calculated with ωB97M-V/def2-TZVPD.

Structure (XYZ):
```
30
Properties=species:S:1:pos:R:3
O -0.34 0.24 -2.94
C -0.86 0.44 -1.86
O -1.85 1.28 -1.63
C -0.67 -0.18 -0.48
C 0.66 -0.06 0.22
C 0.77 1.20 0.92
N 1.41 2.34 0.40
O 0.16 1.37 1.98
H -2.32 1.76 -2.29
H -0.99 -1.24 -0.27
H -1.47 0.28 0.23
H 1.61 -0.24 -0.43
H 0.74 -0.82 0.99
H 1.04 3.29 0.83
H 1.86 2.24 -0.55
H 0.25 3.13 -2.09
H -0.43 3.85 -0.96
O 0.50 3.86 -1.37
H 0.57 -3.23 1.51
H 1.85 -3.66 2.42
O 1.48 -3.56 1.46
H 1.72 0.26 -3.52
H 2.91 0.21 -2.82
O 2.32 0.86 -2.98
H -0.96 -2.12 2.85
H -0.01 -1.23 3.37
O -0.59 -1.82 3.67
H -2.99 -3.59 1.18
H -3.49 -2.22 1.34
O -2.87 -2.63 0.82
```

E: -22282.90984 eV
maximum force: 5.66 eV/A
energy above the lowest of the compared OMol25 structures with the same formula, charge and spin: 0.0 kcal per mole
gap between HOMO and LUMO (alpha / beta): 10.40 / 5.21 eV
total charge: +1
<S²>: 0.782
2S+1: 2

These are the Mulliken partial charges, in e, on atoms 1 to 2: -0.57 0.31

Below is C6H10O as an isolated structure, with properties calculated with ωB97M-V/def2-TZVPD.

Structure (XYZ):
```
17
Properties=species:S:1:pos:R:3
C 1.68 -0.78 0.10
C 0.43 -0.02 -0.14
C -0.66 0.37 -1.33
C -1.62 0.38 -0.13
C -0.73 -0.86 0.29
O -1.17 1.46 0.66
C 0.24 1.25 0.70
H 1.87 -1.61 -0.58
H 1.09 -1.41 1.20
H 2.60 -0.18 0.26
H -0.35 1.34 -1.71
H -0.92 -0.33 -2.13
H -2.71 0.35 -0.20
H -0.93 -1.72 -0.37
H -0.14 -1.47 1.39
H 0.76 2.12 0.26
H 0.56 1.13 1.74
```

E: -8426.88415 eV
maximum force: 4.11 eV/A
energy above the lowest of the compared OMol25 structures with the same formula, charge and spin: 100.5 kcal per mole
gap between HOMO and LUMO: 10.30 eV
total charge: 0

These are the Mulliken partial charges, in e, on atoms 1 to 2: -1.10 0.43